No. 1
The following is a quantum chemistry calculation of one molecule with the formula C26H37N5O5, from the OMol25 dataset.

For the gap between HOMO and LUMO, the calculation gives 8.85 eV. As for the HOMO energy: -8.117 eV. The SMILES is CCOc1cc(C(=O)N[C@@H](C)C(=O)N2CCC3(CC2)NCCc2[nH]cnc23)cc(OCC)c1OCC. As for the spin multiplicity: 1. The electronic energy is -45251.4557 eV. The relative energy (zero: lowest compared OMol25 entry of this formula, charge and spin) comes out at 2.2174 eV.

Positions of all 73 atoms, in Å:
1 C 0.6532 2.9643 -4.1225
2 C 0.9430 3.5318 -2.7370
3 O 0.6042 2.6264 -1.7007
4 C 1.1844 1.3924 -1.6293
5 C 0.3512 0.3949 -1.1266
6 C 0.8171 -0.8933 -0.9506
7 C -0.1232 -1.9362 -0.4529
8 O -1.2618 -2.0529 -0.8675
9 N 0.3989 -2.7650 0.4861
10 C -0.4375 -3.6771 1.2488
11 C 0.2709 -5.0117 1.4493
12 C -0.6439 -2.9741 2.6016
13 O 0.3315 -2.8220 3.3228
14 N -1.8568 -2.4927 2.9319
15 C -3.0738 -2.5146 2.1542
16 C -3.2734 -1.1789 1.4399
17 C -3.2385 0.0099 2.4105
18 C -2.0055 -0.1110 3.3273
19 C -1.9293 -1.4890 3.9783
20 N -4.4615 0.0291 3.2271
21 C -4.8053 1.3188 3.7922
22 C -5.0810 2.4200 2.7427
23 C -3.9589 2.3509 1.7733
24 N -3.5159 3.2951 0.8827
25 C -2.4477 2.7476 0.2426
26 N -2.1934 1.5421 0.6618
27 C -3.1290 1.2770 1.6167
28 C 2.1347 -1.2040 -1.2687
29 C 2.9845 -0.2252 -1.7587
30 O 4.3025 -0.4569 -2.0499
31 C 4.8336 -1.7516 -1.8577
32 C 6.3039 -1.7039 -2.2454
33 C 2.5174 1.0916 -1.9564
34 O 3.3232 2.1110 -2.3966
35 C 4.3068 1.8621 -3.3907
36 C 4.5574 3.1658 -4.1370
37 H 0.8299 3.7250 -4.8787
38 H -0.3823 2.6368 -4.1828
39 H 1.2938 2.1093 -4.3244
40 H 0.3007 4.3970 -2.5448
41 H 1.9882 3.8431 -2.6585
42 H -0.6595 0.6571 -0.8532
43 H 1.2719 -2.5165 0.9285
44 H -1.3526 -3.8028 0.6712
45 H -0.3994 -5.7192 1.9306
46 H 0.5883 -5.4175 0.4920
47 H 1.1400 -4.8679 2.0876
48 H -3.8988 -2.6843 2.8551
49 H -3.0680 -3.3261 1.4290
50 H -4.2272 -1.1915 0.9079
51 H -2.4872 -1.0414 0.6979
52 H -1.1156 0.0547 2.7179
53 H -2.0413 0.6585 4.0982
54 H -2.8211 -1.6674 4.5836
55 H -1.0355 -1.5753 4.5969
56 H -5.2387 -0.3009 2.6626
57 H -3.9756 1.6400 4.4266
58 H -5.6840 1.1791 4.4270
59 H -5.1414 3.3989 3.2242
60 H -6.0374 2.2306 2.2416
61 H -3.9057 4.2124 0.7413
62 H -1.8816 3.2554 -0.5113
63 H 2.4826 -2.2161 -1.1415
64 H 4.3004 -2.4786 -2.4862
65 H 4.7310 -2.0508 -0.8056
66 H 6.4060 -1.4138 -3.2877
67 H 6.8258 -0.9765 -1.6297
68 H 6.7548 -2.6815 -2.1013
69 H 5.2337 1.5172 -2.9200
70 H 3.9592 1.0875 -4.0837
71 H 5.3621 3.0278 -4.8539
72 H 4.8402 3.9434 -3.4325
73 H 3.6624 3.4837 -4.6655

Atom-resolved charges from Mulliken, all expressed in e: atom 1 (C): -1.0943, atom 2 (C): -0.2137, atom 3 (O): -0.5327, atom 4 (C): 0.3217, atom 5 (C): -0.6283, atom 6 (C): -0.4747, atom 7 (C): 0.3005, atom 8 (O): -0.6529, atom 9 (N): -0.1148, atom 10 (C): 0.4239, atom 11 (C): -1.8050, atom 12 (C): 0.4807, atom 13 (O): -0.7275, atom 14 (N): 0.1077, atom 15 (C): -1.0427, atom 16 (C): -0.4987, atom 17 (C): 1.6556, atom 18 (C): -0.7556, atom 19 (C): -1.2233, atom 20 (N): -0.2491, atom 21 (C): -0.8090, atom 22 (C): -0.6860, atom 23 (C): 0.0863, atom 24 (N): -0.0644, atom 25 (C): -0.7158, atom 26 (N): -0.3067, atom 27 (C): -1.1382, atom 28 (C): -0.3754, atom 29 (C): 0.7736, atom 30 (O): -0.2829, atom 31 (C): -0.3659, atom 32 (C): -1.4539, atom 33 (C): 0.5626, atom 34 (O): -0.5834, atom 35 (C): -0.1803, atom 36 (C): -1.3463, atom 37 (H): 0.3823, atom 38 (H): 0.3521, atom 39 (H): 0.1957, atom 40 (H): 0.4146, atom 41 (H): 0.2018, atom 42 (H): 0.3717, atom 43 (H): 0.4116, atom 44 (H): 0.4586, atom 45 (H): 0.3796, atom 46 (H): 0.4360, atom 47 (H): 0.3295, atom 48 (H): 0.4697, atom 49 (H): 0.4240, atom 50 (H): 0.6064, atom 51 (H): -0.1630, atom 52 (H): 0.3538, atom 53 (H): 0.4623, atom 54 (H): 0.3789, atom 55 (H): 0.5266, atom 56 (H): 0.3799, atom 57 (H): 0.2512, atom 58 (H): 0.4263, atom 59 (H): 0.4099, atom 60 (H): 0.2685, atom 61 (H): 0.2196, atom 62 (H): 0.4960, atom 63 (H): 0.6992, atom 64 (H): 0.3793, atom 65 (H): 0.3850, atom 66 (H): 0.3060, atom 67 (H): 0.3110, atom 68 (H): 0.4570, atom 69 (H): 0.2839, atom 70 (H): 0.3430, atom 71 (H): 0.4342, atom 72 (H): 0.3107, atom 73 (H): 0.2566



No. 2
The following is a quantum chemistry calculation of C26H38Cl7N6PSW as an isolated structure, from the OMol25 dataset.

As for the expectation value of S²: 2.020. For the gap between HOMO and LUMO (spin up / spin down), the calculation gives 7.23 / 7.57 eV. As for the HOMO energy (spin up / spin down): -12.806 / -13.893 eV. Its net charge is +2. As for the spin multiplicity: 3. The electronic energy is -146114.5041 eV. The relative energy (zero: lowest compared OMol25 entry of this formula, charge and spin) comes out at 0.3883 eV.

Positions of all 80 atoms, in Å:
1 W 0.6826 -1.2002 0.8756
2 Cl -2.9746 -1.6768 1.4924
3 C -2.0276 -3.0032 0.9420
4 C -0.6495 -2.8438 0.7877
5 C 0.0672 -4.0089 0.5806
6 Cl 1.8260 -3.7877 0.6719
7 C -0.4648 -5.2711 0.4148
8 Cl 0.5337 -6.6339 0.1639
9 C -1.8580 -5.3745 0.4665
10 Cl -2.5940 -6.8947 0.2309
11 C -2.6338 -4.2440 0.7536
12 Cl -4.3288 -4.4032 0.8978
13 C 2.9130 0.0744 5.1402
14 N 2.7083 -1.3429 4.8352
15 C 3.4713 -2.3720 5.3602
16 C 2.9679 -3.5286 4.8850
17 N 1.9032 -3.1838 4.0822
18 C 1.7468 -1.8518 4.0550
19 S 0.4698 -0.9790 3.2634
20 H 3.9591 0.3240 4.9831
21 H 2.6373 0.2677 6.1740
22 H 2.2849 0.6658 4.4824
23 H 4.2950 -2.1833 6.0273
24 H 3.2627 -4.5511 5.0501
25 H 1.2806 -3.8184 3.6067
26 Cl 3.1864 -0.5927 1.2328
27 C 4.2606 -0.8764 -0.2417
28 Cl 4.2685 0.5047 -1.2847
29 H 3.8545 -1.7557 -0.7246
30 H 5.2382 -1.0462 0.1907
31 N -0.3951 0.1513 0.3814
32 P -0.4437 1.1731 -0.9028
33 N 0.6389 0.5747 -2.0125
34 C 0.7193 1.2600 -3.3254
35 C -0.1342 0.5725 -4.3837
36 C 0.2206 -0.9082 -4.5006
37 C 0.1149 -1.5906 -3.1368
38 C 0.9706 -0.8347 -2.1324
39 N 0.0724 2.6714 -0.5500
40 C -0.7550 3.5498 0.3102
41 C -0.2548 3.5376 1.7496
42 C 1.2244 3.9123 1.8184
43 C 2.0401 2.9885 0.9165
44 C 1.5025 3.0231 -0.5087
45 N -1.9810 1.3190 -1.4193
46 C -2.5015 2.4940 -2.1494
47 C -3.8903 2.8603 -1.6437
48 C -4.8357 1.6630 -1.7281
49 C -4.2443 0.4584 -0.9997
50 C -2.8581 0.1428 -1.5375
51 H 1.7711 1.2612 -3.6295
52 H 0.4261 2.3016 -3.1906
53 H 0.0076 1.0808 -5.3392
54 H -1.1904 0.6771 -4.1201
55 H 1.2436 -1.0113 -4.8769
56 H -0.4260 -1.4035 -5.2245
57 H 0.4481 -2.6291 -3.1883
58 H -0.9225 -1.5948 -2.7891
59 H 2.0313 -0.9247 -2.3880
60 H 0.8663 -1.3721 -1.1567
61 H -1.7902 3.2261 0.2612
62 H -0.7003 4.5590 -0.1114
63 H -0.4076 2.5348 2.1633
64 H -0.8623 4.2248 2.3412
65 H 1.5864 3.8706 2.8469
66 H 1.3548 4.9481 1.4862
67 H 1.9766 1.9605 1.2935
68 H 3.0966 3.2652 0.9108
69 H 2.0551 2.3519 -1.1624
70 H 1.5954 4.0338 -0.9182
71 H -2.5596 2.2464 -3.2153
72 H -1.8054 3.3224 -2.0462
73 H -4.2684 3.6958 -2.2354
74 H -3.8246 3.2091 -0.6089
75 H -4.9995 1.4039 -2.7804
76 H -5.8118 1.9193 -1.3163
77 H -4.8808 -0.4208 -1.1168
78 H -4.1689 0.6624 0.0729
79 H -2.9288 -0.1362 -2.5979
80 H -2.4088 -0.6931 -1.0044

Atom-resolved charges from Mulliken, all expressed in e: atom 1 (W): -0.0165, atom 2 (Cl): -0.0968, atom 3 (C): 0.4318, atom 4 (C): -0.6875, atom 5 (C): 1.0295, atom 6 (Cl): -0.0915, atom 7 (C): -0.2958, atom 8 (Cl): -0.1559, atom 9 (C): 0.5174, atom 10 (Cl): -0.1372, atom 11 (C): -0.0191, atom 12 (Cl): -0.1417, atom 13 (C): -0.8111, atom 14 (N): 0.2148, atom 15 (C): -0.2954, atom 16 (C): -0.5671, atom 17 (N): 0.1589, atom 18 (C): 0.0984, atom 19 (S): -0.3099, atom 20 (H): 0.3602, atom 21 (H): 0.3574, atom 22 (H): 0.2378, atom 23 (H): 0.4817, atom 24 (H): 0.4346, atom 25 (H): 0.2048, atom 26 (Cl): -0.0530, atom 27 (C): -0.4205, atom 28 (Cl): -0.0405, atom 29 (H): 0.2487, atom 30 (H): 0.4709, atom 31 (N): -0.0023, atom 32 (P): -0.6757, atom 33 (N): 0.5381, atom 34 (C): -0.9435, atom 35 (C): -0.1963, atom 36 (C): -1.1846, atom 37 (C): -0.4025, atom 38 (C): 0.2876, atom 39 (N): 0.3200, atom 40 (C): -0.6205, atom 41 (C): -0.3856, atom 42 (C): -1.0858, atom 43 (C): 0.2395, atom 44 (C): -0.8771, atom 45 (N): 1.1499, atom 46 (C): -0.9208, atom 47 (C): -0.6950, atom 48 (C): -0.9563, atom 49 (C): -0.8497, atom 50 (C): -0.0916, atom 51 (H): 0.5039, atom 52 (H): 0.4806, atom 53 (H): 0.4295, atom 54 (H): -0.0740, atom 55 (H): 0.2970, atom 56 (H): 0.4890, atom 57 (H): 0.4975, atom 58 (H): 0.0602, atom 59 (H): 0.3540, atom 60 (H): -0.7351, atom 61 (H): 0.1554, atom 62 (H): 0.3893, atom 63 (H): 0.1535, atom 64 (H): 0.4124, atom 65 (H): 0.4522, atom 66 (H): 0.3592, atom 67 (H): -0.3256, atom 68 (H): 0.4392, atom 69 (H): 0.3818, atom 70 (H): 0.4189, atom 71 (H): 0.4531, atom 72 (H): 0.4973, atom 73 (H): 0.4190, atom 74 (H): 0.2318, atom 75 (H): 0.3347, atom 76 (H): 0.4191, atom 77 (H): 0.3729, atom 78 (H): 0.3128, atom 79 (H): 0.3849, atom 80 (H): -0.3199



No. 3
The following is a quantum chemistry calculation of C26H38LiN5O2PS as an isolated structure, from the OMol25 dataset.

For the gap between HOMO and LUMO, the calculation gives 6.33 eV. As for the HOMO energy: -3.622 eV. Its net charge is -1. As for the spin multiplicity: 1. The electronic energy is -59458.1618 eV. The relative energy (zero: lowest compared OMol25 entry of this formula, charge and spin) comes out at 0.0000 eV.

Positions of all 74 atoms, in Å:
1 Li -0.4041 1.4083 0.3940
2 C -2.5100 -2.1699 1.6636
3 C -2.8788 -2.0532 0.1786
4 C -2.8281 -3.4364 -0.4644
5 P -1.8638 -0.6506 -0.5429
6 C -3.0523 0.0989 -1.7661
7 C -2.3288 1.2108 -2.5292
8 C -3.7566 -0.8410 -2.7403
9 C -0.5248 -1.3507 -1.5624
10 C -0.6565 -2.3695 -2.5109
11 C 0.3971 -2.8695 -3.2609
12 C 0.2070 -3.9948 -4.2479
13 C 1.6535 -2.3028 -3.0296
14 C 1.8427 -1.2863 -2.1200
15 C 0.7627 -0.7396 -1.3595
16 N 0.9162 0.2795 -0.4926
17 C 2.1858 0.8872 -0.3999
18 C 2.5526 1.9004 -1.3082
19 C 1.6132 2.2621 -2.4279
20 C 3.7576 2.5704 -1.1511
21 C 4.6376 2.2678 -0.1147
22 C 5.9214 3.0410 0.0633
23 C 4.2764 1.2564 0.7591
24 C 3.0736 0.5616 0.6326
25 C 2.7374 -0.5251 1.6209
26 H -3.1114 -2.9391 2.1599
27 H -2.6705 -1.2205 2.1776
28 H -1.4563 -2.4539 1.7708
29 H -3.9052 -1.6729 0.1267
30 H -1.8032 -3.8096 -0.5086
31 H -3.2297 -3.4472 -1.4773
32 H -3.4181 -4.1394 0.1332
33 H -3.8062 0.5628 -1.1197
34 H -1.5052 0.7935 -3.1161
35 H -1.9280 1.9640 -1.8498
36 H -3.0173 1.7094 -3.2188
37 H -3.0414 -1.2919 -3.4304
38 H -4.4799 -0.2791 -3.3410
39 H -4.3013 -1.6390 -2.2320
40 H -1.6346 -2.8019 -2.6822
41 H -0.8451 -4.1002 -4.5206
42 H 0.5359 -4.9585 -3.8455
43 H 0.7706 -3.8222 -5.1684
44 H 2.5103 -2.6746 -3.5873
45 H 2.8324 -0.8687 -1.9749
46 H 0.6422 2.5776 -2.0393
47 H 1.4236 1.4047 -3.0784
48 H 2.0244 3.0739 -3.0301
49 H 4.0153 3.3586 -1.8549
50 H 6.4349 3.1853 -0.8898
51 H 6.6020 2.5200 0.7386
52 H 5.7318 4.0314 0.4859
53 H 4.9451 0.9978 1.5775
54 H 3.5838 -1.2030 1.7531
55 H 1.8752 -1.0961 1.2792
56 H 2.4981 -0.0925 2.5977
57 C -1.6065 -0.1911 5.1841
58 C -0.7008 0.9507 4.9163
59 N -0.3333 1.8503 5.7680
60 N 0.4495 2.6975 5.0172
61 C 0.5648 2.3600 3.7151
62 S 1.4019 3.1331 2.5062
63 N -0.1576 1.1938 3.6757
64 N -0.4264 0.5043 2.4947
65 H -1.8712 -0.1912 6.2388
66 H -1.1327 -1.1424 4.9336
67 H -2.5113 -0.0933 4.5809
68 H 0.7956 3.5542 5.4075
69 H -0.3348 -0.4898 2.6581
70 H -1.4038 0.7301 2.2330
71 O -2.8852 1.6651 2.2238
72 C -2.6832 2.5823 1.3956
73 O -1.7678 2.6383 0.5335
74 H -3.4005 3.4240 1.3993

Atom-resolved charges from Mulliken, all expressed in e: atom 1 (Li): 0.5677, atom 2 (C): -1.5242, atom 3 (C): 0.5078, atom 4 (C): -1.7243, atom 5 (P): 1.2830, atom 6 (C): 0.2444, atom 7 (C): -1.4066, atom 8 (C): -1.4988, atom 9 (C): 0.1241, atom 10 (C): 0.1036, atom 11 (C): 0.0056, atom 12 (C): -1.7597, atom 13 (C): -0.8884, atom 14 (C): -0.6726, atom 15 (C): -0.9965, atom 16 (N): 0.8981, atom 17 (C): -1.3798, atom 18 (C): 1.7972, atom 19 (C): -1.2461, atom 20 (C): -1.1612, atom 21 (C): 0.9083, atom 22 (C): -1.5652, atom 23 (C): -0.8276, atom 24 (C): 1.4525, atom 25 (C): -1.6239, atom 26 (H): 0.5118, atom 27 (H): 0.2071, atom 28 (H): 0.2201, atom 29 (H): 0.4617, atom 30 (H): 0.3534, atom 31 (H): 0.2802, atom 32 (H): 0.4741, atom 33 (H): 0.5467, atom 34 (H): 0.2183, atom 35 (H): 0.1771, atom 36 (H): 0.5475, atom 37 (H): 0.2442, atom 38 (H): 0.4850, atom 39 (H): 0.2919, atom 40 (H): 0.1611, atom 41 (H): 0.3535, atom 42 (H): 0.3109, atom 43 (H): 0.3811, atom 44 (H): 0.3416, atom 45 (H): 0.4456, atom 46 (H): 0.0859, atom 47 (H): 0.2614, atom 48 (H): 0.4324, atom 49 (H): 0.3391, atom 50 (H): 0.3609, atom 51 (H): 0.3695, atom 52 (H): 0.2832, atom 53 (H): 0.2903, atom 54 (H): 0.4925, atom 55 (H): 0.0912, atom 56 (H): 0.2056, atom 57 (C): -1.1270, atom 58 (C): 0.9415, atom 59 (N): -0.9312, atom 60 (N): 0.1902, atom 61 (C): -0.0153, atom 62 (S): -0.4014, atom 63 (N): 0.1987, atom 64 (N): 0.0896, atom 65 (H): 0.3873, atom 66 (H): 0.2707, atom 67 (H): 0.2037, atom 68 (H): 0.1944, atom 69 (H): 0.1911, atom 70 (H): -0.0271, atom 71 (O): -0.6539, atom 72 (C): -0.0843, atom 73 (O): -0.6101, atom 74 (H): 0.3409



Q: What is the formula in the third record?
A: C26H38LiN5O2PS



Q: Among the records above, which one has the highest electronic energy?
A: C26H37N5O5



Q: Among the records above, which one has the lowest electronic energy?
A: C26H38Cl7N6PSW